DFT (ωB97M-V/def2-TZVPD) results for a 13-piece molecular cluster, C81H185N11O13 overall at a distorted geometry.

Last column: Löwdin charge in e.
Element x y z (Å)
1 C -5.9362 -1.1795 -3.1687  -0.1562
2 O -4.7295 -0.9964 -2.4007  -0.1656
3 H -6.1020 -2.1349 -3.6665  0.0634
4 H -6.7902 -0.8629 -2.5699  0.0705
5 H -6.0634 -0.4732 -3.9892  0.0622
6 H -4.6775 -0.1172 -2.0188  -0.0028
7 C 1.2766 -5.5570 -3.0258  -0.1626
8 O 2.5873 -5.9767 -2.6847  -0.0998
9 H 0.4762 -6.0649 -2.4878  0.0496
10 H 1.2016 -4.4820 -2.8618  0.0833
11 H 1.0603 -5.8640 -4.0491  0.0632
12 H 2.7335 -6.9223 -2.7633  0.0812
13 C -5.8204 3.7738 -1.3492  -0.0536
14 C -5.6259 2.4824 -2.0691  -0.4476
15 C -4.7153 2.4728 -3.2220  -0.2059
16 O -5.0286 3.3931 -4.2439  -0.1713
17 C -4.1516 3.6962 -5.2758  -0.1036
18 N -5.1333 1.5329 -1.0761  0.0657
19 H -6.5133 3.6525 -0.5165  0.0855
20 H -6.5547 4.3693 -1.8916  0.0852
21 H -4.9525 4.3812 -1.0925  0.0712
22 H -6.6532 2.2402 -2.3416  0.1488
23 H -4.6077 1.4963 -3.6943  0.1055
24 H -3.7508 2.6504 -2.7463  0.1301
25 H -4.1622 2.8500 -5.9627  0.0834
26 H -3.1505 3.7816 -4.8531  0.0763
27 H -4.3729 4.7126 -5.6014  0.0997
28 H -4.4915 1.9980 -0.4501  0.0782
29 H -5.9987 1.3929 -0.5745  0.0728
30 C 1.7235 -7.2724 1.4696  -0.0655
31 C 0.9172 -6.2731 2.3075  -0.4433
32 C -0.2381 -7.0514 3.0657  -0.1373
33 O -1.0089 -6.0642 3.8230  -0.1891
34 C -2.0652 -6.5098 4.6462  -0.1397
35 N 1.7920 -5.5563 3.2083  0.0449
36 H 2.1787 -7.9992 2.1424  0.0827
37 H 2.4091 -6.8802 0.7185  0.0718
38 H 0.9381 -7.7301 0.8680  0.0625
39 H 0.5266 -5.5268 1.6157  0.1162
40 H 0.2363 -7.7695 3.7345  0.1226
41 H -0.9201 -7.6163 2.4302  0.1124
42 H -1.9398 -7.4325 5.2128  0.0809
43 H -3.0435 -6.7173 4.2126  0.0721
44 H -2.3461 -5.8232 5.4448  0.0834
45 H 1.2748 -4.8588 3.7241  0.0686
46 H 2.3736 -4.9506 2.6470  0.0577
47 C -1.9132 7.4671 -0.3369  -0.0654
48 C -2.4631 6.0690 -0.3509  -0.4800
49 C -1.3545 5.0192 -0.2622  -0.1984
50 O -0.2695 5.3038 -1.1566  -0.1968
51 C 0.5400 4.1391 -1.4653  -0.0916
52 N -3.4117 5.9420 0.7219  0.0449
53 H -1.3817 7.6408 -1.2726  0.0807
54 H -1.2322 7.5326 0.5116  0.0873
55 H -2.7364 8.1719 -0.2202  0.0808
56 H -2.8322 5.8827 -1.3594  0.1359
57 H -1.8753 4.0956 -0.5147  0.0991
58 H -0.9693 4.9167 0.7523  0.1280
59 H -0.0379 3.3651 -1.9702  0.0722
60 H 1.0392 3.8314 -0.5465  0.0733
61 H 1.3097 4.4088 -2.1884  0.0837
62 H -4.2639 6.3628 0.3802  0.0706
63 H -3.1544 6.5174 1.5111  0.0747
64 C 7.0578 -6.5528 2.6826  -0.0519
65 C 6.4216 -5.2079 2.4208  -0.4809
66 C 6.2142 -4.4185 3.6694  -0.2234
67 O 5.4755 -3.2649 3.3790  -0.2272
68 C 4.9354 -2.5624 4.4701  -0.0928
69 N 7.2495 -4.3791 1.6480  0.0393
70 H 7.9538 -6.3383 3.2652  0.0782
71 H 7.5981 -7.0987 1.9092  0.0792
72 H 6.3065 -7.1629 3.1840  0.0816
73 H 5.5230 -5.3197 1.8141  0.1436
74 H 7.1216 -4.0268 4.1292  0.1351
75 H 5.6182 -4.9281 4.4265  0.1261
76 H 5.8289 -2.1511 4.9398  0.0958
77 H 4.2808 -3.2036 5.0603  0.0875
78 H 4.2189 -1.7628 4.2820  0.0729
79 H 8.0644 -4.0888 2.1694  0.0799
80 H 6.6932 -3.5362 1.6595  0.0510
81 C -7.8389 1.5914 3.7358  -0.0291
82 C -6.8240 0.7259 4.4875  -0.4968
83 C -7.5461 -0.2183 5.4968  -0.1083
84 C -8.2006 -1.3801 4.6421  -0.1718
85 C -7.2065 -2.0956 3.7211  -0.1335
86 C -6.4978 -1.1451 2.7016  -0.4296
87 N -5.9715 0.0106 3.5303  -0.1211
88 O -5.2455 0.9019 2.7454  -0.0272
89 C -5.1661 -1.8702 2.2289  -0.0239
90 C -7.4953 -0.8095 1.5804  -0.0343
91 C -5.9821 1.6274 5.4346  -0.0472
92 H -8.2683 2.3411 4.4004  0.0889
93 H -8.5681 0.9769 3.2078  0.0592
94 H -7.4148 2.1630 2.9103  0.0789
95 H -6.9374 -0.5630 6.3327  0.1122
96 H -8.3007 0.3468 6.0437  0.1144
97 H -9.1005 -1.0686 4.1116  0.0986
98 H -8.6835 -2.0031 5.3949  0.1021
99 H -7.8773 -2.8082 3.2413  0.1133
100 H -6.4670 -2.6613 4.2878  0.1154
101 H -4.4175 -2.0143 3.0080  0.0872
102 H -5.4840 -2.8049 1.7670  0.0755
103 H -4.6697 -1.3459 1.4124  0.0609
104 H -7.2245 0.0607 0.9825  0.0626
105 H -7.5767 -1.6645 0.9092  0.0799
106 H -8.5358 -0.5412 1.7634  0.0721
107 H -5.4304 2.3814 4.8732  0.0719
108 H -5.2007 0.9793 5.8316  0.0657
109 H -6.4713 2.1237 6.2727  0.0939
110 H -4.4285 0.3993 2.7828  0.0640
111 C -3.5981 -7.5668 -1.8027  0.0172
112 C -4.2003 -6.3963 -2.6372  -0.4183
113 C -3.5785 -5.0592 -2.3224  -0.1552
114 C -2.2481 -4.6842 -2.9464  -0.1479
115 C -2.4241 -4.7554 -4.4817  -0.1026
116 C -2.7847 -6.1925 -5.0172  -0.3872
117 N -3.9390 -6.6812 -4.1830  0.1383
118 O -4.5328 -7.9177 -4.5276  0.0807
119 C -3.2634 -5.9769 -6.4879  -0.0124
120 C -1.5928 -7.2908 -5.0180  0.0378
121 C -5.7296 -6.2754 -2.4377  0.0022
122 H -3.5839 -7.3160 -0.7420  0.1113
123 H -2.5537 -7.6005 -2.1128  0.0761
124 H -4.0374 -8.5326 -2.0525  0.0860
125 H -4.3884 -4.3523 -2.5027  0.1181
126 H -3.3536 -5.0715 -1.2559  0.1363
127 H -1.5709 -5.3705 -2.4380  0.0928
128 H -1.9144 -3.6968 -2.6276  0.1193
129 H -1.4741 -4.3815 -4.8638  0.1246
130 H -3.2307 -4.0646 -4.7271  0.1140
131 H -3.6486 -6.9119 -6.8947  0.0851
132 H -4.0131 -5.1901 -6.5725  0.0921
133 H -2.4649 -5.7098 -7.1801  0.1021
134 H -0.7403 -6.7709 -5.4549  0.0882
135 H -1.2492 -7.4717 -3.9995  0.0654
136 H -1.9582 -8.1624 -5.5612  0.0908
137 H -6.0526 -5.4849 -3.1150  0.0920
138 H -5.9870 -5.9195 -1.4401  0.1110
139 H -6.1556 -7.2421 -2.7061  0.0890
140 H -4.1948 -8.6276 -3.9768  0.1163
141 C 9.1360 1.9179 -2.6351  -0.0330
142 C 8.4858 2.4020 -1.3150  -0.4340
143 C 7.1202 2.9707 -1.7846  -0.1454
144 C 6.0967 1.8562 -2.1691  -0.1591
145 C 5.9541 0.7776 -1.1064  -0.1345
146 C 7.2426 0.2477 -0.4184  -0.4314
147 N 8.3056 1.3094 -0.3022  -0.1393
148 O 9.4986 0.9314 0.2074  -0.0014
149 C 6.9432 -0.3427 0.9823  -0.0304
150 C 7.7781 -0.9869 -1.2507  -0.0302
151 C 9.2523 3.6464 -0.6568  -0.0133
152 H 8.7537 0.9598 -2.9870  0.0617
153 H 10.1853 1.6731 -2.4705  0.0774
154 H 9.1873 2.6745 -3.4180  0.0849
155 H 6.6958 3.5566 -0.9692  0.0799
156 H 7.1262 3.7111 -2.5845  0.1098
157 H 6.3399 1.3928 -3.1253  0.1088
158 H 5.1212 2.3004 -2.3673  0.0944
159 H 5.4478 -0.0578 -1.5900  0.1128
160 H 5.2148 1.0588 -0.3564  0.0837
161 H 6.7582 0.4286 1.7300  0.0750
162 H 6.0953 -1.0277 0.9843  0.0659
163 H 7.7686 -1.0190 1.2045  0.0760
164 H 8.8122 -1.0889 -0.9217  0.0739
165 H 7.3024 -1.9334 -0.9938  0.0781
166 H 7.8725 -0.8239 -2.3243  0.0664
167 H 9.5261 4.4884 -1.2925  0.0804
168 H 10.2491 3.3969 -0.2933  0.0676
169 H 8.6540 3.9460 0.2037  0.0671
170 H 9.4426 1.3297 1.0791  0.1132
171 C 5.4450 3.0378 1.8461  -0.0342
172 C 4.6958 4.4196 1.5529  -0.4669
173 C 5.5802 5.5256 1.9562  -0.2003
174 C 5.1391 6.8463 1.5199  -0.1922
175 C 5.1392 6.7735 -0.0004  -0.1461
176 C 4.1464 5.7544 -0.5805  -0.4573
177 N 4.4629 4.4663 0.1127  -0.0842
178 O 3.6812 3.3545 -0.3253  -0.0167
179 C 2.6941 6.2952 -0.4021  0.0070
180 C 4.6811 5.5842 -1.9644  -0.0504
181 C 3.4566 4.2608 2.5156  -0.0222
182 H 6.2816 2.8246 1.1807  0.0586
183 H 4.8404 2.1320 1.8922  0.0571
184 H 5.8455 2.9918 2.8588  0.0821
185 H 5.7493 5.4972 3.0326  0.1337
186 H 6.5588 5.3942 1.4945  0.1222
187 H 5.8528 7.6181 1.8083  0.1212
188 H 4.2249 7.0458 2.0789  0.1177
189 H 6.1804 6.6667 -0.3047  0.1250
190 H 4.8235 7.7770 -0.2856  0.1217
191 H 2.1786 6.3399 -1.3615  0.0680
192 H 2.0478 5.4915 -0.0493  0.0493
193 H 2.4519 7.2558 0.0525  0.0932
194 H 4.0247 4.9703 -2.5811  0.0848
195 H 4.7376 6.5794 -2.4052  0.0897
196 H 5.7362 5.3837 -2.1508  0.0726
197 H 2.8064 5.1348 2.4750  0.0686
198 H 3.7363 3.9621 3.5259  0.0819
199 H 2.7368 3.5142 2.1803  0.0643
200 H 4.3767 2.8535 -0.7575  0.0378
201 C -1.3917 1.2393 0.4120  -0.0272
202 C -0.6435 0.0015 -0.0823  -0.4510
203 C -0.0707 0.3234 -1.4618  -0.1301
204 C 1.0194 -0.6438 -1.8540  -0.1613
205 C 2.1298 -0.5305 -0.7636  -0.1135
206 C 1.6608 -0.8751 0.6690  -0.5150
207 N 0.4356 -0.1865 0.9489  -0.0697
208 O -0.1037 -0.4991 2.2700  -0.0167
209 C 1.5279 -2.4061 0.6874  -0.0233
210 C 2.7658 -0.3706 1.6069  -0.0192
211 C -1.6514 -1.2000 -0.1700  -0.0054
212 H -2.1675 1.5346 -0.2944  0.0692
213 H -0.6870 2.0690 0.4671  0.0741
214 H -1.7896 1.0804 1.4143  0.0758
215 H -0.8751 0.1541 -2.1775  0.1069
216 H 0.2704 1.3531 -1.5690  0.1015
217 H 1.5025 -0.3513 -2.7863  0.0959
218 H 0.7145 -1.6507 -2.1388  0.0901
219 H 2.5624 0.4674 -0.6918  0.1087
220 H 3.0250 -1.1196 -0.9631  0.1185
221 H 0.8171 -2.9142 1.3390  0.0709
222 H 1.1834 -2.7010 -0.3038  0.0548
223 H 2.4435 -2.9745 0.8510  0.0796
224 H 2.5864 -0.6045 2.6563  0.0722
225 H 3.7669 -0.7515 1.4049  0.0720
226 H 2.8085 0.7172 1.5523  0.0750
227 H -1.2000 -2.0560 -0.6716  0.0557
228 H -2.4414 -0.9397 -0.8744  0.0625
229 H -2.1178 -1.5546 0.7492  0.0744
230 H 0.0233 0.3431 2.7129  0.0740
231 C -2.5166 -1.4456 -6.9075  -0.0348
232 C -1.5985 -0.3172 -6.3189  -0.4586
233 C -0.1950 -0.9943 -5.9324  -0.0769
234 C 1.0805 -0.0082 -5.9164  -0.1560
235 C 1.0664 0.8624 -7.1624  -0.1714
236 C -0.1849 1.6806 -7.4434  -0.5216
237 N -1.2792 0.6456 -7.4416  -0.1189
238 O -2.3525 1.0000 -8.2004  -0.0169
239 C -0.3400 2.8019 -6.3588  -0.0065
240 C -0.0066 2.3595 -8.7184  -0.0576
241 C -2.3496 0.2565 -5.2000  -0.0452
242 H -1.8849 -1.8347 -7.7059  0.0745
243 H -3.4552 -1.1436 -7.3723  0.0844
244 H -2.6413 -2.2863 -6.2250  0.0559
245 H -0.1906 -1.2414 -4.8708  0.0844
246 H -0.0015 -1.8817 -6.5350  0.1004
247 H 2.0343 -0.5313 -5.9854  0.1133
248 H 0.9216 0.6379 -5.0530  0.0873
249 H 1.2128 0.0807 -7.9078  0.1215
250 H 1.9389 1.5148 -7.1967  0.1226
251 H -1.2478 3.3848 -6.5142  0.0728
252 H -0.5608 2.2020 -5.4759  0.0529
253 H 0.4418 3.5526 -6.2435  0.0911
254 H 0.8887 2.9776 -8.7865  0.1071
255 H -0.1564 1.5619 -9.4461  0.0920
256 H -0.8903 2.9365 -8.9907  0.0885
257 H -2.8645 1.1581 -5.5319  0.0713
258 H -1.6009 0.5012 -4.4464  0.0706
259 H -3.0865 -0.3890 -4.7222  0.0790
260 H -2.2410 0.4705 -8.9934  0.1080
261 C -2.2625 0.8523 4.8796  0.0072
262 C -1.8658 2.1551 5.6765  -0.4735
263 C -2.7743 2.2981 6.9126  -0.1063
264 C -2.2818 3.4020 7.9596  -0.1783
265 C -0.9646 3.0725 8.4452  -0.1843
266 C 0.0679 2.7047 7.3303  -0.4674
267 N -0.5291 1.8918 6.2681  -0.1142
268 O 0.4677 1.5101 5.4036  -0.0264
269 C 0.6795 4.0435 6.8754  -0.0447
270 C 1.1954 1.9675 8.1023  -0.0286
271 C -1.9689 3.3954 4.8091  -0.0214
272 H -2.7454 0.1098 5.5149  0.0831
273 H -1.3907 0.3645 4.4436  0.0490
274 H -2.8890 1.0531 4.0105  0.0593
275 H -3.6975 2.6135 6.4265  0.0869
276 H -2.9489 1.3180 7.3565  0.1148
277 H -3.0680 3.4076 8.7146  0.1158
278 H -2.1919 4.3602 7.4479  0.1030
279 H -1.1694 2.2709 9.1548  0.1196
280 H -0.5884 3.9139 9.0270  0.1260
281 H -0.0346 4.7788 6.5046  0.0702
282 H 1.2021 4.6683 7.5997  0.0796
283 H 1.5514 3.8908 6.2392  0.0806
284 H 0.8615 1.1838 8.7823  0.0834
285 H 1.8890 1.6234 7.3351  0.0727
286 H 1.7561 2.7228 8.6529  0.0822
287 H -2.8765 3.4841 4.2120  0.0879
288 H -1.0908 3.3301 4.1666  0.0830
289 H -1.6909 4.3110 5.3311  0.0616
290 H 0.4137 0.5517 5.3895  0.0989

Output
Max |F|: 4.4 eV/A
Kohn-Sham gap (alpha / beta): 0.2405 / 0.0965 Eh
LUMO (alpha / beta): -0.0922 / -0.2362 Ha
Expectation value of S²: 0.755
DFT total energy: -4776.6480 Ha
Spin multiplicity: 2
Charge: +1